Formula: C62H67BrF9IN2O30
Source: the OMol25 dataset
Level of theory: ωB97M-V/def2-TZVPD

- E: -8540.049405 Ha
- Frontier orbital gap: 7.89 eV
- Strongest force on any atom: 1.4 eV Å⁻¹

Element x y z (Å)
C 2.204 2.676 3.052
C 0.912 2.471 2.735
C -0.058 2.006 3.781
C -1.358 1.456 3.238
C -2.445 2.317 3.183
C -3.708 1.935 2.723
N -4.794 2.869 2.714
C -3.884 0.620 2.288
I -5.767 0.040 1.564
C -2.795 -0.264 2.327
C -1.537 0.136 2.790
C -0.413 -0.849 2.781
O 0.495 -0.740 3.564
C -0.469 -1.909 1.731
C 0.695 -2.500 1.191
C 2.069 -2.148 1.708
C 2.398 -2.888 3.012
C 2.857 -4.345 2.865
C 2.398 -5.159 4.071
O 3.364 -6.159 4.412
C 0.527 -3.410 0.143
Br 2.064 -4.198 -0.666
C -0.720 -3.789 -0.376
C -0.861 -4.762 -1.506
C -0.350 -4.240 -2.883
C -0.450 -2.716 -3.107
C 0.912 -2.029 -3.276
C 0.889 -0.777 -4.175
C 1.728 -0.946 -5.431
C 1.141 -1.926 -6.446
C -0.161 -1.427 -7.085
C 0.116 -0.587 -8.329
C -1.866 -3.217 0.211
C -3.216 -3.579 -0.327
C -3.675 -3.069 -1.535
C -4.929 -3.405 -2.023
N -5.761 -4.224 -1.380
C -5.301 -4.737 -0.238
C -4.068 -4.460 0.331
C -1.727 -2.300 1.255
C -2.921 -1.681 1.895
O -3.931 -2.309 2.070
H 2.712 1.950 3.683
H 2.758 3.554 2.746
H 0.554 2.645 1.726
H 0.433 1.335 4.479
H -0.307 2.899 4.353
H -2.324 3.338 3.520
H -4.557 3.679 2.152
H -4.933 3.220 3.656
H 2.817 -2.286 0.939
H 2.030 -1.085 1.921
H 1.508 -2.898 3.632
H 3.165 -2.357 3.574
H 3.940 -4.443 2.836
H 2.454 -4.813 1.974
H 1.419 -5.610 3.899
H 2.289 -4.479 4.920
H 3.370 -6.233 5.367
H -1.879 -5.111 -1.614
H -0.270 -5.642 -1.252
H -0.966 -4.735 -3.632
H 0.656 -4.600 -3.055
H -1.042 -2.226 -2.341
H -0.978 -2.569 -4.051
H 1.319 -1.795 -2.293
H 1.605 -2.742 -3.723
H 1.221 0.079 -3.593
H -0.147 -0.576 -4.449
H 2.722 -1.299 -5.150
H 1.858 0.021 -5.919
H 1.874 -2.031 -7.248
H 0.997 -2.914 -6.007
H -0.743 -2.295 -7.393
H -0.742 -0.832 -6.386
H 0.903 0.138 -8.151
H -0.788 -0.057 -8.620
H 0.406 -1.204 -9.178
H -3.056 -2.394 -2.105
H -5.250 -2.986 -2.967
H -5.957 -5.425 0.280
H -3.776 -4.904 1.268
O 2.637 0.836 0.041
C 3.760 0.968 0.392
O 4.580 -0.035 0.775
C 5.889 0.501 0.990
C 5.575 1.954 1.261
F 6.549 2.793 0.822
O 4.411 2.166 0.481
H 6.493 0.380 0.089
H 6.376 0.004 1.823
H 5.356 2.184 2.304
O 0.635 2.551 -8.782
C 1.796 2.773 -8.734
O 2.392 3.613 -7.852
C 3.810 3.496 -8.026
C 3.916 2.972 -9.438
F 4.984 2.155 -9.604
O 2.724 2.218 -9.566
H 4.207 2.789 -7.297
H 4.297 4.458 -7.890
H 3.938 3.742 -10.211
O 6.073 4.624 4.445
C 5.419 4.187 5.327
O 4.215 4.667 5.720
C 3.680 3.778 6.705
C 4.929 3.112 7.236
F 4.708 1.827 7.618
O 5.776 3.119 6.105
H 3.012 3.064 6.220
H 3.129 4.320 7.468
H 5.413 3.643 8.057
O -2.651 -8.004 1.559
C -3.578 -8.102 2.285
O -4.277 -7.056 2.794
C -5.405 -7.575 3.505
C -4.947 -8.981 3.830
F -5.976 -9.861 3.852
O -4.097 -9.279 2.739
H -6.279 -7.581 2.852
H -5.616 -6.974 4.385
H -4.384 -9.071 4.760
O 6.126 -0.834 3.958
C 6.268 -1.176 5.084
O 5.258 -1.441 5.938
C 5.820 -1.966 7.145
C 7.233 -1.427 7.089
F 8.127 -2.271 7.655
O 7.470 -1.359 5.693
H 5.811 -3.056 7.107
H 5.260 -1.627 8.012
H 7.359 -0.435 7.523
O 3.091 5.038 -4.787
C 2.588 6.012 -5.231
O 1.620 6.725 -4.615
C 1.364 7.896 -5.394
C 1.856 7.470 -6.760
F 2.366 8.512 -7.462
O 2.903 6.567 -6.442
H 1.946 8.733 -5.007
H 0.308 8.149 -5.374
H 1.112 6.958 -7.372
O -9.529 -0.238 1.159
C -9.428 -0.945 0.212
O -8.341 -1.694 -0.074
C -8.639 -2.505 -1.219
C -9.759 -1.719 -1.864
F -10.656 -2.520 -2.488
O -10.379 -1.101 -0.747
H -8.974 -3.489 -0.891
H -7.763 -2.620 -1.850
H -9.431 -0.947 -2.561
O 6.502 8.533 -1.259
C 5.905 7.632 -0.779
O 6.424 6.412 -0.506
C 5.434 5.649 0.195
C 4.157 6.338 -0.228
F 3.213 6.314 0.746
O 4.585 7.672 -0.430
H 5.599 5.736 1.270
H 5.471 4.606 -0.093
H 3.719 5.956 -1.152
O -9.905 5.989 -0.090
C -9.408 5.209 0.649
O -8.611 4.182 0.275
C -8.093 3.561 1.459
C -9.119 3.963 2.492
F -8.570 4.131 3.722
O -9.563 5.217 2.006
H -7.111 3.973 1.687
H -8.007 2.487 1.336
H -9.970 3.285 2.574

Atoms 1-6, force components in eV/Å:
-0.3 -0.2 0.0
0.7 -0.1 0.2
-0.2 -0.7 -0.4
0.1 -0.3 0.3
-0.2 -0.3 -0.1
0.4 -0.2 -0.1

Atom charges from the Löwdin analysis, given in e for atoms 1 to 99: number 1, C, carries 0.00; number 2, C, carries -0.14; number 3, C, carries -0.16; number 4, C, carries -0.13; number 5, C, carries 0.03; number 6, C, carries -0.36; number 7, N, carries 0.03; number 8, C, carries -0.53; number 9, I, carries 1.08; number 10, C, carries -0.12; number 11, C, carries -0.02; number 12, C, carries -0.24; number 13, O, carries 0.12; number 14, C, carries 0.00; number 15, C, carries -0.14; number 16, C, carries -0.17; number 17, C, carries -0.17; number 18, C, carries -0.18; number 19, C, carries -0.26; number 20, O, carries -0.07; number 21, C, carries -0.45; number 22, Br, carries 0.94; number 23, C, carries -0.18; number 24, C, carries -0.16; number 25, C, carries -0.19; number 26, C, carries -0.19; number 27, C, carries -0.21; number 28, C, carries -0.20; number 29, C, carries -0.21; number 30, C, carries -0.21; number 31, C, carries -0.26; number 32, C, carries -0.11; number 33, C, carries -0.04; number 34, C, carries -0.17; number 35, C, carries 0.00; number 36, C, carries -0.13; number 37, N, carries 0.06; number 38, C, carries -0.12; number 39, C, carries 0.00; number 40, C, carries -0.01; number 41, C, carries -0.31; number 42, O, carries 0.05; number 43, H, carries 0.06; number 44, H, carries 0.06; number 45, H, carries 0.12; number 46, H, carries 0.11; number 47, H, carries 0.12; number 48, H, carries 0.12; number 49, H, carries 0.09; number 50, H, carries 0.09; number 51, H, carries 0.07; number 52, H, carries 0.09; number 53, H, carries 0.10; number 54, H, carries 0.11; number 55, H, carries 0.12; number 56, H, carries 0.06; number 57, H, carries 0.12; number 58, H, carries 0.11; number 59, H, carries 0.07; number 60, H, carries 0.11; number 61, H, carries 0.10; number 62, H, carries 0.11; number 63, H, carries 0.06; number 64, H, carries 0.09; number 65, H, carries 0.10; number 66, H, carries 0.08; number 67, H, carries 0.10; number 68, H, carries 0.11; number 69, H, carries 0.09; number 70, H, carries 0.11; number 71, H, carries 0.10; number 72, H, carries 0.11; number 73, H, carries 0.10; number 74, H, carries 0.10; number 75, H, carries 0.09; number 76, H, carries 0.05; number 77, H, carries 0.07; number 78, H, carries 0.08; number 79, H, carries 0.11; number 80, H, carries 0.10; number 81, H, carries 0.10; number 82, H, carries 0.11; number 83, O, carries 0.17; number 84, C, carries -0.56; number 85, O, carries 0.07; number 86, C, carries -0.04; number 87, C, carries -0.30; number 88, F, carries 0.07; number 89, O, carries 0.11; number 90, H, carries 0.15; number 91, H, carries 0.11; number 92, H, carries 0.17; number 93, O, carries 0.17; number 94, C, carries -0.55; number 95, O, carries 0.06; number 96, C, carries -0.05; number 97, C, carries -0.31; number 98, F, carries 0.08; number 99, O, carries 0.13